Here is a 3-piece molecular cluster, C19H45O8S overall at a distorted geometry from OMol25. Energies are from wB97M-V/def2-TZVPD.

Its gap between HOMO and LUMO is 6.66 eV. As for the total charge: +1. The molar mass is 433.628 g/mol. The spin multiplicity is 1. Its LUMO energy is -0.14539 Eh.

The geometry in XYZ format:
```
73
Properties=species:S:1:pos:R:3:forces:R:3
C -4.042272 2.740006 -3.072692 0.175 -0.441 -0.257
C -3.156158 1.677591 -3.795828 -0.627 -0.284 0.516
C -2.328661 0.895815 -2.732756 -1.588 0.044 0.101
O -1.061819 0.346269 -3.182858 0.875 2.167 -0.607
S 0.044477 1.475503 -3.675301 -0.070 -1.170 0.482
C -0.019760 3.024312 -2.715309 -0.104 1.435 -0.501
C 0.233326 4.244902 -3.718578 -0.451 -0.927 0.547
C -1.125495 4.923028 -4.026441 0.275 -0.286 -0.630
C -1.017435 6.083307 -5.045309 -0.457 -0.015 0.655
O 0.063470 6.946477 -4.695759 -0.328 -0.682 -0.136
H -4.449840 2.263307 -2.162694 0.039 0.372 -0.352
H -3.499183 3.651883 -2.785315 -0.065 -0.352 -0.038
H -4.886209 3.035643 -3.714235 0.319 -0.099 0.266
H -3.857418 0.948624 -4.242600 0.479 0.318 -0.020
H -2.571354 2.084799 -4.636165 -0.066 0.002 0.438
H -2.934634 0.013908 -2.456406 0.628 0.182 -0.112
H -2.219636 1.463265 -1.788188 0.394 -0.141 -0.573
H -0.342104 1.857740 -4.950351 -0.405 0.088 0.975
H 0.778697 3.014694 -1.956481 -0.292 -0.636 -0.392
H -0.979882 3.223015 -2.216935 0.216 -0.585 -0.231
H 0.931446 4.915703 -3.197042 -0.246 -0.129 -0.443
H 0.726833 3.834618 -4.621255 -0.072 0.596 0.209
H -1.603715 5.222774 -3.075820 0.349 0.157 -0.404
H -1.802027 4.173396 -4.485707 0.238 0.275 0.239
H -1.954911 6.668465 -4.995305 0.233 -0.441 -0.177
H -0.923410 5.679467 -6.071558 0.192 0.180 0.392
H -0.269124 7.827123 -4.849526 0.275 0.520 -0.005
C -1.257280 -2.116778 0.208213 0.050 -0.151 -0.176
O -0.599737 -2.822273 -0.824678 0.133 0.168 0.277
C 0.340425 -2.024798 -1.525972 -0.204 -0.461 -0.196
C 1.536856 -2.851907 -1.963781 0.196 0.135 0.089
O 2.421387 -3.183713 -0.902753 -0.175 0.029 -0.054
C 1.974768 -4.171412 0.024651 0.258 -0.110 0.086
C 1.918551 -5.577692 -0.545377 -0.446 0.081 0.091
O 0.774196 -5.739007 -1.371936 0.189 0.189 -0.278
C 0.982387 -6.668132 -2.417686 -0.173 0.064 0.185
H -1.918591 -1.346877 -0.210130 -0.014 0.095 0.115
H -1.858176 -2.827743 0.772024 -0.024 -0.013 -0.080
H -0.534644 -1.656318 0.890609 -0.044 0.091 0.014
H 0.684667 -1.187843 -0.905546 0.045 -0.022 0.067
H -0.166229 -1.623161 -2.412677 0.215 0.037 -0.020
H 2.130380 -2.239547 -2.649223 0.031 0.052 0.061
H 1.234860 -3.739262 -2.519302 -0.243 -0.039 0.109
H 1.028837 -3.880671 0.481592 -0.132 -0.151 -0.134
H 2.724719 -4.169085 0.819819 0.057 0.008 -0.086
H 1.840866 -6.298533 0.276760 0.221 0.011 0.088
H 2.836210 -5.777684 -1.108427 0.025 0.027 -0.003
H 1.860628 -6.395440 -3.012643 0.060 -0.099 0.015
H 0.106634 -6.641305 -3.064873 -0.023 -0.012 0.078
H 1.096911 -7.679503 -2.016590 0.104 -0.060 -0.114
C 2.261162 -0.974234 2.707883 -0.235 -0.088 0.075
O 1.297371 -0.927967 3.738175 0.276 0.173 0.010
C 1.478395 -1.951879 4.709218 -0.366 0.154 -0.039
C 1.090161 -1.467592 6.094681 0.169 -0.060 0.122
O 2.031588 -0.576379 6.684694 -0.110 0.036 -0.185
C 2.093888 0.747462 6.162207 0.051 0.013 0.260
C 0.882999 1.603758 6.492561 0.008 -0.046 -0.438
O -0.221206 1.262089 5.664100 -0.084 -0.240 0.193
C -1.465083 1.462725 6.304435 0.154 0.025 -0.225
H 2.121696 -1.867261 2.087380 0.165 -0.012 -0.058
H 2.134152 -0.089328 2.084521 -0.077 0.002 0.021
H 3.275441 -0.962813 3.119767 0.043 -0.073 -0.061
H 2.517320 -2.297012 4.724043 0.022 0.042 0.010
H 0.830407 -2.791168 4.428198 0.090 -0.169 0.133
H 1.073463 -2.338307 6.754502 0.089 -0.003 -0.018
H 0.086141 -1.044681 6.108934 -0.022 0.089 -0.230
H 2.303647 0.740531 5.092622 -0.220 0.034 -0.082
H 2.958793 1.200992 6.652888 -0.043 -0.042 0.060
H 1.123627 2.657777 6.308444 0.138 0.048 0.181
H 0.628727 1.476898 7.549901 0.010 -0.027 0.014
H -1.505820 0.921862 7.255458 -0.031 0.091 0.066
H -2.242575 1.067777 5.651248 0.042 0.041 -0.034
H -1.646119 2.529805 6.468479 -0.089 -0.005 0.148
```
Forces are in eV/Å.

Löwdin population analysis, charges in e, atoms 1 to 2: atom 1 (C): -0.084, atom 2 (C): -0.218


Here is one molecule with the formula C5H7NO7 at a distorted geometry from OMol25. Energies are from wB97M-V/def2-TZVPD.

Its gap between HOMO and LUMO is 6.27 eV. As for the total charge: 0. The molar mass is 193.111 g/mol. The spin multiplicity is 1. Its LUMO energy is -0.08692 Eh. As for the SMILES: O=C(/C(O)=C(\O)[C@@H](O)CO)[N+](=O)[O-].

The geometry in XYZ format:
```
20
Properties=species:S:1:pos:R:3:forces:R:3
O 0.172625 -2.814899 -0.975794 0.381 -0.316 -0.538
C 0.537193 -1.838494 -1.549961 -2.719 5.111 2.707
C 0.040975 -0.185510 -1.025190 -0.300 -6.947 1.287
O 0.370119 0.853013 -1.663469 3.283 2.687 -4.885
C -0.660953 -0.178860 0.133600 0.154 0.891 1.875
O -1.067858 -1.256907 0.870002 1.891 -2.195 -3.091
C -1.008421 1.113643 0.959148 -1.205 -0.817 -3.981
O -2.321363 0.950597 1.466187 -0.659 -0.788 0.463
C -0.087874 1.442351 2.067395 -0.099 -2.281 3.469
O 1.258587 1.790928 1.767285 -0.939 -0.191 0.290
N 1.561451 -1.832822 -2.590375 2.886 -1.804 -1.280
O 1.710289 -0.814255 -3.291770 -0.338 -1.259 0.875
O 2.281021 -2.845116 -2.612804 -1.432 2.308 -0.377
H 1.021769 0.606460 -2.492033 -2.179 0.563 2.733
H -0.668569 -2.048008 0.277300 -1.477 1.520 2.128
H -1.103821 1.898914 0.146135 0.398 -0.318 1.193
H -2.594500 0.000814 1.587957 0.948 1.308 -0.266
H -0.772750 2.031013 2.773743 1.639 0.354 -0.907
H -0.010546 0.451058 2.740890 0.069 1.895 -1.598
H 1.342626 2.676080 1.411754 -0.301 0.278 -0.096
```
Forces are in eV/Å.

natural (NBO) population analysis, charges in e, atoms 1 to 2: atom 1 (O): -0.494, atom 2 (C): 0.576